[1]
ORCA calculation (the ωB97M-V functional and the def2-TZVPD basis) on a cluster of 10 separate species, C37H74O16 in total.

Positions of all 127 atoms, in Å:
H: 0.6105 -4.1548 -3.9477
C: -1.5610 2.7676 -3.4470
H: 0.0420 5.2619 4.4715
O: -1.2576 -0.8927 -7.4249
H: 3.2385 0.0745 2.9239
H: -6.1113 2.6799 2.2545
H: -2.0116 -0.3098 1.9330
H: 3.3831 -0.2534 0.2912
C: 0.1631 6.0093 3.6874
H: 3.3533 -3.9591 5.4247
H: 0.6553 -1.5546 1.5554
H: -1.5566 2.8068 -1.3413
H: -1.4188 -4.0202 1.9849
H: 2.1001 -1.4305 -2.4164
H: 0.0657 2.7895 -2.0151
H: -0.7167 -5.9614 -0.7057
C: 0.0784 -5.9130 -2.7379
H: 1.9317 6.8701 2.8417
H: -0.7677 -1.8308 -3.6929
C: 3.7584 -0.8869 1.0949
O: -4.3278 1.8352 1.5780
H: -0.7505 4.2017 -4.8219
H: 0.8006 -3.7182 2.3887
H: -3.6120 3.4841 -0.8904
C: -5.0934 2.9498 1.9729
O: -0.3082 0.9471 1.9086
C: -1.8722 5.0514 -3.1511
C: 0.0429 -0.1349 -0.0719
C: -0.9297 -0.3097 2.0657
C: -0.2106 -1.1447 1.0355
C: -4.1920 -0.4321 5.0841
H: -2.7382 1.4855 0.3169
H: 1.5221 0.8601 0.9815
H: -2.8663 -3.2372 1.5206
H: -0.9266 -0.8022 -9.4641
H: 3.0262 -1.5321 -3.9570
C: 2.7454 3.2695 -1.8825
H: -4.7159 3.5177 2.8232
H: 0.0556 4.4755 0.8039
O: 3.4120 2.0372 -2.0909
H: -1.6967 -5.1561 -1.7450
H: -1.7598 6.0879 -3.4691
H: -5.1430 4.8556 1.0805
H: -2.5226 -2.0407 -3.8384
C: -0.6310 -5.2824 -1.5541
O: -0.9985 4.7009 -2.1622
H: 1.4503 3.9079 2.4743
O: 1.9540 -2.6059 4.8426
O: -3.2272 -1.3915 4.6300
H: -1.0625 1.8940 -3.8672
H: -0.1230 7.0142 3.9978
H: -0.0274 -2.1185 -8.5922
C: 2.7514 0.9885 -2.6783
H: 6.7482 -1.2448 1.9086
C: 5.7815 -1.7413 1.9925
H: 0.7511 -5.1672 3.3327
H: 4.4709 0.9183 1.9565
H: -0.6910 -0.7860 3.0167
H: 0.4022 -3.8236 -0.1966
H: 3.8252 -1.9720 -2.3991
H: 1.9110 -5.2063 -3.7012
H: 3.8805 -2.6884 4.2280
C: 3.0966 -3.3795 4.5379
H: -0.8194 -1.9829 0.6966
H: 2.2781 5.7316 4.0846
C: -3.6139 3.5726 0.1960
H: 0.7673 -3.9699 5.4905
H: 4.8264 -2.5156 0.1957
C: -3.1839 2.2903 0.9015
H: 5.8238 -2.7850 2.3040
C: 1.5696 4.9208 2.0897
O: 1.5388 0.9560 -2.9333
H: -2.5355 3.8807 -4.8991
H: -1.7560 -2.2476 -8.8193
C: 1.0208 -4.8302 -3.1969
H: 3.0911 -5.1821 3.1308
C: 1.5993 5.9166 3.2521
C: 1.1514 -4.1534 3.3245
O: -1.5875 -0.8143 -5.3030
O: -2.4663 -3.0904 3.4934
C: -0.9463 -1.5359 -8.6583
H: -3.6888 0.5347 5.0670
H: -5.0734 -0.5223 4.4492
H: 2.9677 -3.7082 2.3310
C: -1.2331 -1.6087 -6.3217
C: 0.8272 -3.3860 4.5720
O: 1.2973 -4.0729 -1.9941
H: -0.5705 -6.2523 -3.5453
H: -3.0303 -4.7985 2.3699
H: -2.8875 5.1154 -2.7597
C: 4.1164 -0.0566 2.2912
C: 2.6347 -4.1989 3.2455
H: 3.0048 -1.6381 1.3313
H: 5.4345 -0.8481 0.0252
H: -2.8241 4.2974 0.3934
O: -0.5356 5.6682 2.4233
O: -1.0525 -2.8296 -6.1993
H: -2.3591 2.4104 1.6038
H: 2.4645 4.8990 1.4679
O: 5.0778 -0.9164 2.9675
H: -2.5719 2.4418 -3.2018
H: 2.3203 3.6803 -2.7983
C: 4.9940 -1.5706 0.7124
C: -3.5563 -2.4341 3.9073
H: -4.5462 -0.6438 6.0930
C: -0.9289 3.2200 -2.1309
H: 0.8121 -0.4798 -0.7629
H: 0.4815 6.2337 0.6230
H: 1.9820 3.1641 -1.1117
O: -4.7075 -2.8108 3.6767
H: -0.8468 0.1046 -0.6543
C: 0.4870 1.0390 0.6905
C: 3.0802 -1.3420 -2.8850
O: 3.5582 -0.0313 -2.7560
H: 3.4678 4.0267 -1.5777
H: 0.2966 1.9741 0.1639
C: 0.0899 -3.9612 -1.2318
C: -1.6611 3.9973 -4.2588
H: -1.7754 -0.4986 -3.2700
H: 0.6478 -6.7424 -2.3184
C: -2.4523 -3.8770 2.3000
C: 0.3559 5.3946 1.3073
C: -1.7005 -1.3361 -3.9637
H: -0.0642 -2.7726 4.4404
H: -5.7936 3.5908 0.0674
C: -4.9837 3.8268 0.7577
H: -0.4929 -3.1023 -1.5646

Calculated values
SMILES: COC(=O)OC.COC(=O)OC.COC(=O)OC.C1CCOC1.C1CCOC1.C1CCOC1.C1CCOC1.C1CCOC1.C1CCOC1.C1CCOC1
highest occupied orbital energy: -9.3 eV
frontier orbital gap: 9.835 eV
LUMO level: 0.01933 Eh
energy relative to the best compared isomer or geometry (same formula, charge and spin): 51.7 kcal/mol

---

[2]
ORCA calculation (the ωB97M-V functional and the def2-TZVPD basis) on a structure of composition C34H43BIMnN6O2S3.

Positions of all 91 atoms, in Å:
C: -2.2392 -0.0792 -0.9488
H: 2.9083 0.2356 5.4139
B: -0.1342 1.1064 -0.2141
C: -1.2553 -3.5727 2.5412
C: 1.4449 2.3243 4.2152
C: -3.1080 -1.1939 -0.6818
C: -0.2456 -1.9686 -4.2051
H: -0.8118 -4.6958 -0.7088
C: 0.2307 -3.3596 -4.5217
H: 1.4962 3.3532 3.9020
N: 1.3495 1.2815 1.6023
H: -2.2488 -4.8730 0.2714
H: -0.1352 3.1727 2.4699
H: -1.9306 5.5123 -0.5755
C: -2.8119 2.3036 1.7954
H: 4.5757 0.6444 1.9806
H: 2.1858 -2.5658 -5.0364
C: -1.1212 -4.7323 0.3567
C: 2.7167 0.1820 4.3048
O: 0.3142 -0.9527 -4.7987
H: -1.0226 6.3789 -2.5753
S: 1.9772 -0.2214 -1.9803
N: -0.6100 2.5606 -0.0676
H: 1.5035 2.3039 5.3040
C: 2.1452 0.2264 -0.3808
C: -1.3451 -2.2135 0.5951
H: 3.8906 2.9020 4.9436
H: -0.8758 -2.7382 3.1720
H: -3.2185 2.2650 2.7917
C: -0.8074 4.3329 -2.0510
C: -3.0188 4.7926 1.6372
C: 2.0296 -4.7256 -5.3276
Mn: -0.2529 0.3735 -3.3004
C: 4.5872 -0.6648 -0.3695
N: -0.0771 2.3119 -1.2606
C: -2.6995 -2.2581 0.0714
H: 0.5076 1.8494 3.9599
N: 1.1991 0.8108 0.3450
C: 1.1751 -5.8404 -5.1793
C: 3.4820 0.0248 0.2962
H: -2.3725 -3.3353 2.5406
H: -2.2630 1.3594 1.6560
H: -4.8844 -2.2320 -1.3005
C: 2.4585 1.2246 2.2117
C: 3.8345 2.5398 3.8991
H: 1.2665 -4.4333 1.2818
C: -0.6147 -4.4876 -4.4069
H: -1.3378 3.7078 3.6273
H: -1.7587 5.2578 -3.7148
C: -0.1730 -5.7178 -4.7887
H: -3.7972 4.7818 0.8025
H: 1.2929 -2.7997 1.8198
H: 3.5490 -0.4715 3.8227
H: -1.0888 -4.6044 3.0341
H: 4.7111 2.0423 3.5973
C: 3.5984 0.6435 1.5093
O: -1.0859 -1.7426 -3.2902
H: 1.0858 -3.1692 0.1630
N: -0.6208 -1.1163 0.4427
C: -4.4092 -1.2643 -1.3419
C: 1.5463 -3.4942 -4.9405
H: -4.3761 -1.0229 -2.3689
C: 0.8194 -3.4667 1.1520
S: 0.2888 2.6445 -3.9186
N: -1.0730 -0.0911 -0.2885
H: 1.7510 -0.2937 4.1359
H: -3.6034 2.3626 1.0522
H: -0.5439 4.8624 2.5050
C: -0.8629 5.4493 -3.0991
C: -1.3570 3.5818 0.1838
C: -0.7240 -3.5039 1.2111
C: -2.0171 3.6432 1.5774
C: -0.2026 3.0785 -2.3577
H: 3.6741 3.4523 3.3516
H: 4.3275 -1.7673 -0.4464
C: -0.9296 3.8461 2.6227
H: -0.8186 -6.5532 -4.7945
H: -5.1102 -0.4905 -0.8890
H: 0.0083 5.4563 -3.6944
H: -3.5022 4.8728 2.6032
I: 1.9943 -7.7354 -5.4397
H: 3.0480 -4.7877 -5.6543
H: 5.5033 -0.5034 0.1751
H: -1.6476 -4.3863 -4.0215
H: -0.7223 -5.6175 0.8626
H: -2.5985 5.8449 1.5368
H: 4.7351 -0.3849 -1.3986
C: -1.4219 4.5819 -0.8452
H: -3.3467 -3.0608 0.2242
S: -2.5996 1.1209 -2.0723
C: 2.6209 1.5854 3.6848

Calculated values
2S+1: 6
highest occupied orbital energy (alpha / beta): -10.3 / -10.3 eV
frontier orbital gap (alpha / beta): 6.471 / 6.491 eV
net charge: +1
LUMO level (alpha / beta): -0.14069 / -0.14098 Eh

---

[3]
ORCA calculation (the ωB97M-V functional and the def2-TZVPD basis) on an isolated molecule of C2H2Cl4S.

Positions of all 9 atoms, in Å:
Cl: 1.9248 -2.6883 -0.0380
C: 1.1366 -1.4529 0.9086
Cl: -0.1424 -2.0403 1.9089
H: 1.1538 -0.0371 -0.9266
S: -0.6379 0.8961 0.3463
H: -1.3609 -0.0975 1.0928
C: 0.2871 -0.3484 -0.3479
Cl: 2.3394 -0.6021 1.9602
Cl: -0.5457 -1.4100 -1.3531

Calculated values
SMILES: S[C@H](Cl)C(Cl)(Cl)Cl
highest occupied orbital energy: -9.7 eV
frontier orbital gap: 10.113 eV
LUMO level: 0.01604 Eh
energy relative to the best compared isomer or geometry (same formula, charge and spin): 18.1 kcal/mol

---

[4]
ORCA calculation (the ωB97M-V functional and the def2-TZVPD basis) on a structure of composition C8H5AuBCl3F2N3O4.

Positions of all 27 atoms, in Å:
H: -2.9282 -2.6794 -1.1162
O: -0.1145 2.0134 2.4725
C: -1.8972 -2.3339 -1.1963
C: -1.5419 -1.4558 -0.0540
F: 0.9412 3.4263 -2.7042
C: -0.9926 -1.0497 3.4957
H: -0.3748 0.7527 3.7379
B: -0.2996 3.2596 -2.3481
Cl: 4.7117 0.0941 -0.2305
C: -0.9310 0.2439 1.1679
O: -0.5895 -0.0573 4.2582
H: -1.7822 -1.7960 -2.1341
C: 3.9897 0.0997 -1.8309
C: 2.5379 0.3317 -1.6815
C: -0.4713 1.6260 1.3856
F: -1.2179 4.1604 -2.5084
Cl: 4.1834 -1.4648 -2.6230
N: -1.4899 -1.8486 1.2317
O: -0.4683 2.4208 0.3222
N: 1.4105 0.4925 -1.5755
H: -1.6852 -2.7612 1.6262
Au: -0.7847 1.4664 -1.4668
Cl: 4.6359 1.3987 -2.8238
C: -1.1013 -0.8000 2.0240
O: -1.2767 -2.1458 3.8960
H: -1.2578 -3.2164 -1.2169
N: -1.2056 -0.1772 -0.1075

Calculated values
highest occupied orbital energy: -13.5 eV
frontier orbital gap: 6.324 eV
net charge: +1
LUMO level: -0.26256 Eh
energy relative to the best compared isomer or geometry (same formula, charge and spin): 100.9 kcal/mol

---

[5]
ORCA calculation (the ωB97M-V functional and the def2-TZVPD basis) on an isolated molecule of C4H6N2O2.

Positions of all 14 atoms, in Å:
C: -1.2410 -1.4807 0.0740
N: 1.7808 0.1754 0.5580
O: -0.6164 -0.6931 -0.7394
C: -0.6312 0.4845 -0.0060
H: 0.7249 1.7796 1.3092
C: -1.4504 1.4239 -0.3836
H: -1.1838 -2.6065 -0.1313
C: 0.6900 0.7189 0.8668
O: -1.4713 -1.0463 1.1738
H: -2.2272 1.1674 -0.9974
H: 3.2160 -0.9693 -0.2747
H: 1.7841 -0.4018 -1.2466
N: 2.0505 -0.8084 -0.2720
H: -1.4250 2.2563 0.0693

Calculated values
SMILES: C=C(/C=N\N)OC=O
highest occupied orbital energy: -8.5 eV
frontier orbital gap: 9.390 eV
LUMO level: 0.03088 Eh
energy relative to the best compared isomer or geometry (same formula, charge and spin): 127.4 kcal/mol